A cluster of 2 separate species, C38H39BF6N2O3S in total in a non-equilibrium geometry. Source: OMol25; level of theory: ωB97M-V with the def2-TZVPD basis set.

Properties
HOMO level ... -5.034 eV
E_LUMO ... -0.5 eV
Relative energy (zero: lowest compared OMol25 entry of this formula, charge and spin) ... 1.394 eV
Kohn-Sham gap ... 4.6 eV

Element x y z (Å)
C (-3.89509, 1.52654, -3.16843)
C (-2.51718, 1.00933, -3.26630)
C (-2.13187, -0.32548, -3.30002)
C (-0.74024, -0.50531, -3.46733)
C (-0.02564, 0.70086, -3.35302)
B (-2.12566, 0.99522, 1.18286)
C (1.32186, 0.91148, -3.84671)
C (1.75856, 2.20328, -4.19932)
C (3.07613, 2.41457, -4.55786)
C (3.57689, 3.80265, -4.83779)
F (3.99843, 3.95914, -6.12729)
F (2.62815, 4.75938, -4.59896)
F (4.65105, 4.10805, -4.02638)
C (3.97742, 1.35241, -4.65980)
C (3.53732, 0.07578, -4.34977)
C (4.48757, -1.08865, -4.45635)
F (4.40136, -1.90439, -3.35606)
F (4.20939, -1.86665, -5.55453)
F (5.79003, -0.69157, -4.56305)
C (2.22448, -0.16227, -3.95211)
O (-2.39780, 2.32648, 1.37044)
C (-3.77822, 2.39293, 1.82846)
C (-4.27614, 0.94505, 1.86092)
O (-3.14236, 0.12122, 1.48980)
S (-1.15417, 2.05197, -3.37172)
H (-4.59033, 0.76020, -3.52379)
H (-4.14252, 1.77504, -2.12708)
H (-4.00700, 2.42652, -3.78214)
H (-2.86097, -1.13021, -3.24043)
H (-0.24381, -1.46682, -3.57598)
H (1.07400, 3.04705, -4.16480)
H (5.00165, 1.52910, -4.96801)
H (1.89534, -1.17194, -3.71157)
H (-3.80113, 2.85779, 2.82245)
H (-4.35284, 3.00581, 1.12476)
H (-4.62209, 0.65005, 2.86029)
H (-5.08880, 0.78653, 1.13702)
C (1.52564, -1.62442, 5.13497)
N (0.86711, -1.82713, 3.86377)
C (0.11155, -2.95904, 3.67451)
O (0.01423, -3.88657, 4.47078)
C (-0.54900, -2.83344, 2.30329)
C (-2.04729, -3.08938, 2.29999)
C (-2.44453, -4.48843, 2.72221)
C (-3.61052, -4.65544, 3.47513)
C (-3.98668, -5.92548, 3.91416)
C (-3.20953, -7.04099, 3.57574)
C (-2.06693, -6.87931, 2.78329)
C (-1.68971, -5.60576, 2.34391)
N (-0.21732, -1.44612, 1.91662)
C (-0.68790, -0.94685, 0.79014)
C (-0.72956, 0.47683, 0.47903)
C (-0.08638, 0.77503, -0.91075)
C (0.78747, 1.93493, -0.88618)
C (2.19572, 1.83453, -1.02805)
C (2.97688, 2.97029, -1.06105)
C (2.39577, 4.23967, -0.95743)
C (3.26759, 5.44819, -1.06961)
C (1.01858, 4.34460, -0.72797)
C (0.23220, 3.20822, -0.62849)
C (0.53338, -0.71432, 2.97891)
C (-0.34036, 0.30599, 3.72497)
C (1.82801, -0.06207, 2.45826)
H (2.03424, -2.54828, 5.42826)
H (2.25583, -0.82076, 5.02281)
H (0.81067, -1.35100, 5.92713)
H (-0.04588, -3.53157, 1.60944)
H (-2.53637, -2.35215, 2.95958)
H (-2.42967, -2.88432, 1.28653)
H (-4.20052, -3.77032, 3.73054)
H (-4.88681, -6.04289, 4.52056)
H (-3.49415, -8.03657, 3.92378)
H (-1.45574, -7.73909, 2.50345)
H (-0.80264, -5.47098, 1.72216)
H (-1.07989, -1.65718, 0.06185)
H (-0.11424, 1.04569, 1.18952)
H (0.37684, -0.13579, -1.30009)
H (2.66150, 0.84750, -1.11693)
H (4.06274, 2.89102, -1.18129)
H (3.92195, 5.54148, -0.19367)
H (3.91592, 5.36785, -1.95097)
H (2.66333, 6.35506, -1.14669)
H (0.57595, 5.33802, -0.62061)
H (-0.82895, 3.27147, -0.37633)
H (-1.34526, -0.10528, 3.89919)
H (0.12478, 0.53223, 4.69489)
H (-0.42793, 1.24848, 3.17160)
H (2.47511, -0.83965, 2.03319)
H (1.62371, 0.68836, 1.69335)
H (2.34131, 0.42398, 3.29821)

=====

A cluster of 3 separate species, CH8N2O3 in total. Source: OMol25; level of theory: ωB97M-V with the def2-TZVPD basis set.

Properties
HOMO level ... -10.067 eV
SMILES ... NC(N)=O.O.O
E_LUMO ... 0.5 eV
Relative energy (zero: lowest compared OMol25 entry of this formula, charge and spin) ... 0.615 eV
Kohn-Sham gap ... 10.6 eV

Element x y z (Å)
N (0.11629, -0.26860, 0.75152)
C (1.34842, -0.32299, 0.16439)
N (2.10241, -1.45528, 0.46474)
O (1.78322, 0.61044, -0.48918)
H (-0.36710, -1.09935, 1.04068)
H (-0.41184, 0.48033, 0.32168)
H (3.05222, -1.43962, 0.13083)
H (1.61535, -2.30804, 0.25685)
O (-3.80764, 0.32971, 1.56720)
H (-3.58340, -0.48067, 1.11170)
H (-4.01974, 1.03042, 0.95092)
O (-0.43382, 0.95564, -2.09086)
H (0.53599, 1.01475, -1.98394)
H (-0.55794, 1.20992, -3.01258)

=====

A cluster of 3 separate species, C3H14N2O2 in total in a non-equilibrium geometry. Source: OMol25; level of theory: ωB97M-V with the def2-TZVPD basis set.

Properties
HOMO level ... -9.636 eV
SMILES ... C[C@@H](N)CN.O.O
E_LUMO ... 0.5 eV
Relative energy (zero: lowest compared OMol25 entry of this formula, charge and spin) ... 1.839 eV
Kohn-Sham gap ... 10.2 eV

Element x y z (Å)
C (1.57664, -2.21566, 0.21581)
C (1.26226, -0.67915, -0.03069)
N (0.23965, -0.62816, -1.15840)
C (0.79237, 0.02729, 1.11934)
N (0.66148, 1.43343, 1.19189)
H (1.90892, -2.12659, 1.32660)
H (2.46934, -2.41490, -0.39651)
H (0.73019, -2.89071, -0.06318)
H (2.14947, -0.14124, -0.40358)
H (-0.76326, -0.58041, -0.77416)
H (0.32752, -1.55608, -1.60026)
H (-0.16789, -0.51703, 1.46345)
H (1.51505, -0.24278, 1.92865)
H (1.41791, 1.93150, 0.70991)
H (-0.12668, 1.83269, 0.68235)
O (-1.65374, 0.80304, -2.81937)
H (-1.21494, 0.04610, -2.57854)
H (-1.06413, 1.49841, -2.47365)
O (-3.46994, 2.11678, 1.61816)
H (-3.26486, 2.87833, 1.10571)
H (-3.32536, 1.42516, 0.93645)

=====

An isolated molecule of C5H9NO2 in a non-equilibrium geometry. Source: OMol25; level of theory: ωB97M-V with the def2-TZVPD basis set.

Properties
HOMO level ... -8.315 eV
SMILES ... C=C[C@H](C)N(O)C=O
E_LUMO ... 0.8 eV
Relative energy (zero: lowest compared OMol25 entry of this formula, charge and spin) ... 5.696 eV
Kohn-Sham gap ... 9.1 eV

Element x y z (Å)
C (-2.12155, 0.33328, 1.56536)
C (-1.52510, -0.36058, 0.61946)
C (-0.02580, 0.33436, -0.30140)
C (-0.16100, 0.02370, -1.76672)
N (0.90262, -0.30693, 0.46982)
O (1.11015, -1.64119, 0.16850)
C (2.36899, 0.67979, 0.12966)
O (2.51447, 1.84713, 0.32482)
H (-1.72667, 1.28209, 1.91223)
H (-3.05859, 0.02406, 2.02022)
H (-1.86515, -1.32641, 0.25945)
H (-0.07083, 1.38650, -0.03276)
H (-0.00264, -1.03321, -1.96615)
H (0.56493, 0.60928, -2.33155)
H (-1.16638, 0.28807, -2.09368)
H (1.04673, -2.09944, 1.01932)
H (3.21583, -0.04047, 0.00344)

=====

A structure of composition C22H20B3Br10O26V in a non-equilibrium geometry. Source: OMol25; level of theory: ωB97M-V with the def2-TZVPD basis set.

Properties
Net charge ... -2
HOMO level ... -5.544 eV
E_LUMO ... -3.0 eV
Relative energy (zero: lowest compared OMol25 entry of this formula, charge and spin) ... 6.430 eV
Kohn-Sham gap ... 2.5 eV

Element x y z (Å)
O (4.96516, 4.11464, -0.27537)
V (3.47446, 4.63123, -0.00217)
O (3.65966, 5.78104, 1.11537)
O (-0.82356, 5.37325, -1.84872)
C (-1.70323, 5.64188, -2.64108)
O (-1.51062, 5.82531, -3.93851)
B (-2.82418, 6.03760, -4.58398)
O (-3.81922, 5.95801, -3.49865)
C (-3.22339, 5.57899, -2.43582)
O (-3.72161, 5.27791, -1.38385)
O (-3.06709, 4.98788, -5.52554)
C (-3.37344, 5.53607, -6.68992)
O (-3.56339, 4.89093, -7.74287)
C (-3.10467, 7.05336, -6.62806)
O (-2.80696, 7.30757, -5.37227)
O (-3.31204, 7.82310, -7.51892)
O (-1.28690, -1.70530, -4.44433)
C (-1.34505, -1.32542, -3.28326)
O (-0.65408, -1.63795, -2.17348)
B (-1.11805, -0.69504, -1.12440)
O (-2.38539, -0.15768, -1.61947)
C (-2.44675, -0.36349, -2.87095)
O (-3.24144, 0.02614, -3.69367)
O (-0.09416, 0.37872, -1.00146)
C (0.31776, 0.41576, 0.28662)
O (1.10999, 1.28916, 0.71816)
C (-0.46061, -0.69052, 1.10217)
O (-1.30061, -1.29806, 0.25701)
O (-0.31689, -0.93376, 2.30248)
O (6.22262, -1.23735, -9.61229)
C (5.75440, -0.29838, -8.91905)
O (5.28815, -0.32535, -7.71573)
B (4.57312, 0.95749, -7.48434)
O (5.36896, 1.89150, -8.30119)
C (5.78823, 1.24631, -9.33280)
O (6.16071, 1.65223, -10.41518)
O (3.12450, 0.88380, -7.73958)
C (2.45465, 1.50460, -6.84981)
O (1.23701, 1.63566, -6.83294)
C (3.43799, 1.84320, -5.65986)
O (4.68511, 1.37242, -6.05654)
O (3.22360, 2.41368, -4.58236)
Br (-6.26261, -2.70508, 0.58841)
C (-7.09525, -1.03985, 1.14295)
C (-7.70938, -0.27672, -0.01518)
Br (-9.26681, -1.27039, -0.71083)
H (-6.32130, -0.44358, 1.62620)
H (-7.79970, -1.37612, 1.90373)
H (-6.94437, -0.16597, -0.78369)
H (-8.19965, 0.66162, 0.24416)
Br (-5.01721, -3.90332, 5.79712)
C (-3.16624, -3.62295, 6.33166)
C (-2.15076, -4.52748, 5.50156)
Br (-2.37318, -6.40325, 5.85880)
H (-3.03071, -3.65530, 7.41273)
H (-2.90849, -2.59140, 6.09178)
H (-1.16394, -4.31510, 5.91286)
H (-2.24780, -4.33640, 4.43283)
Br (5.25390, 1.56617, 5.63063)
C (6.36902, 0.26610, 4.67058)
C (6.37568, -1.09049, 5.38595)
Br (7.49721, -2.37627, 4.47096)
H (7.38040, 0.62139, 4.47317)
H (5.95759, 0.20231, 3.66323)
H (5.39014, -1.55127, 5.45306)
H (6.72634, -1.06934, 6.41778)
Br (1.15843, 2.13250, 10.22233)
C (0.98564, 0.20056, 9.68599)
C (2.10547, -0.56064, 10.40099)
Br (2.39819, -2.33552, 9.45787)
H (0.90075, 0.07890, 8.60613)
H (-0.03153, -0.06550, 9.97349)
H (1.75107, -0.82842, 11.39636)
H (3.00064, 0.06031, 10.43569)
Br (-1.86055, -7.32421, -1.23416)
C (-0.85501, -6.74571, 0.43898)
C (0.65940, -6.77704, 0.16981)
Br (1.58312, -5.92571, 1.70430)
H (-1.18011, -7.45717, 1.19808)
H (-1.21574, -5.74533, 0.67818)
H (0.86823, -6.19183, -0.72575)
H (1.09635, -7.77370, 0.10789)